This record from OMol25 describes a structure of composition C33H41IrN7P. The level of theory is wB97M-V/def2-TZVPD.

Positions of all 83 atoms, in Å:
Ir (0.949, 0.761, 0.235)
C (2.234, 2.667, 2.529)
N (2.237, 1.196, 2.409)
C (1.779, 0.602, 3.662)
C (3.525, 0.698, 1.956)
C (4.472, 0.154, 2.804)
C (5.659, -0.355, 2.288)
C (5.875, -0.343, 0.922)
C (4.927, 0.206, 0.068)
C (3.767, 0.771, 0.581)
N (2.761, 1.343, -0.219)
C (2.994, 2.034, -1.388)
C (4.213, 2.528, -1.861)
C (4.266, 3.110, -3.116)
C (3.132, 3.230, -3.910)
C (1.903, 2.831, -3.412)
C (1.848, 2.263, -2.150)
N (0.593, 1.956, -1.427)
C (0.158, 3.210, -0.733)
C (-0.472, 1.532, -2.357)
H (2.735, 2.979, 3.450)
H (1.206, 3.034, 2.556)
H (2.756, 3.107, 1.683)
H (2.386, 0.925, 4.513)
H (1.811, -0.485, 3.598)
H (0.756, 0.922, 3.857)
H (4.296, 0.112, 3.870)
H (6.399, -0.773, 2.956)
H (6.778, -0.773, 0.511)
H (5.077, 0.170, -1.002)
H (5.103, 2.462, -1.253)
H (5.214, 3.481, -3.480)
H (3.200, 3.658, -4.900)
H (1.017, 2.992, -4.009)
H (-0.072, 3.971, -1.480)
H (0.974, 3.569, -0.107)
H (-0.730, 3.013, -0.131)
H (-0.630, 2.288, -3.124)
H (-1.389, 1.425, -1.789)
H (-0.195, 0.584, -2.811)
C (-1.906, -0.648, 3.353)
C (-1.620, -2.013, 3.356)
C (-0.735, -2.527, 2.431)
C (-0.115, -1.671, 1.516)
N (-0.346, -0.339, 1.578)
C (-1.234, 0.150, 2.454)
C (0.729, -2.091, 0.400)
C (1.079, -3.417, 0.136)
C (1.783, -3.726, -1.012)
C (2.128, -2.717, -1.907)
C (1.807, -1.393, -1.646)
C (1.118, -1.067, -0.483)
H (-2.601, -0.213, 4.057)
H (-2.089, -2.667, 4.080)
H (-0.515, -3.585, 2.410)
H (-1.372, 1.225, 2.438)
H (0.812, -4.207, 0.826)
H (2.064, -4.750, -1.216)
H (2.668, -2.966, -2.812)
H (2.104, -0.615, -2.341)
C (-5.207, -2.410, -1.737)
N (-4.712, -2.522, -0.282)
C (-5.563, -1.568, 0.571)
N (-5.497, -0.246, 0.064)
C (-5.950, -0.205, -1.325)
N (-5.142, -1.067, -2.183)
C (-3.770, -0.578, -2.338)
P (-2.822, -0.469, -0.736)
C (-3.249, -2.196, -0.176)
C (-4.179, 0.368, 0.235)
H (-6.237, -2.766, -1.729)
H (-4.585, -3.072, -2.338)
H (-4.862, -3.478, 0.043)
H (-5.186, -1.632, 1.591)
H (-6.582, -1.951, 0.522)
H (-5.893, 0.819, -1.690)
H (-6.990, -0.532, -1.370)
H (-3.801, 0.406, -2.810)
H (-3.231, -1.237, -3.022)
H (-2.947, -2.339, 0.862)
H (-2.702, -2.919, -0.784)
H (-4.243, 1.414, -0.071)
H (-3.916, 0.361, 1.295)

Frontier orbital gap: 0.22567 Eh
Highest occupied orbital energy: -11.66 eV
Energy relative to the best compared isomer or geometry (same formula, charge and spin): 2.1898 eV
Calculated total energy: -2110.5293 Ha
Charge: +2